C58H74BBiIN7P3 | ωB97M-V/def2-TZVPD

Geometry as XYZ:
```
145
Properties=species:S:1:pos:R:3:forces:R:3
Bi -0.964 0.382 -0.097 0.08 0.22 -0.36
C 3.808 -0.151 1.193 -0.06 -0.02 -0.05
C 3.667 -1.611 1.653 -0.01 -0.10 -0.05
C 4.489 -1.827 2.922 0.01 0.03 -0.03
C 4.207 -2.506 0.527 0.01 0.08 0.04
P 1.813 -1.915 1.789 0.01 0.09 0.27
C 1.360 -0.579 3.017 -0.09 -0.11 -0.19
N -0.090 -0.468 3.157 0.06 0.19 0.09
B -1.063 -0.210 2.151 0.00 -0.28 0.26
N -2.342 -0.347 2.781 -0.09 0.11 0.01
C -3.667 -0.164 2.239 0.12 -0.05 -0.03
P -3.598 -0.079 0.397 -0.30 -0.09 0.22
C -3.891 -1.838 -0.178 0.10 0.14 -0.13
C -5.241 -2.418 0.245 0.02 -0.07 0.03
C -2.763 -2.676 0.447 -0.04 0.07 0.04
C -3.748 -1.882 -1.707 -0.04 0.03 0.03
C -4.930 1.154 -0.066 0.16 -0.11 0.07
C -4.674 2.431 0.755 0.05 0.01 -0.04
C -6.341 0.645 0.241 -0.02 0.07 0.04
C -4.799 1.470 -1.551 -0.07 0.07 -0.15
C -2.142 -0.601 4.139 0.12 -0.08 0.00
C -3.059 -0.788 5.161 -0.06 0.04 0.01
C -2.570 -1.003 6.442 0.05 -0.01 0.02
C -1.199 -1.008 6.689 -0.03 0.00 -0.02
C -0.279 -0.825 5.665 0.02 0.06 0.00
C -0.759 -0.648 4.374 -0.05 -0.01 -0.05
C 1.476 -3.496 2.773 -0.09 0.04 -0.13
C 1.737 -3.442 4.278 0.04 -0.06 -0.02
C 2.274 -4.654 2.164 0.00 0.03 0.02
C -0.020 -3.783 2.547 0.02 -0.03 0.02
H 4.771 -0.013 0.692 -0.03 0.00 0.05
H 3.024 0.128 0.480 0.09 -0.02 0.11
H 3.771 0.540 2.033 -0.01 0.08 0.06
H 5.529 -1.542 2.727 -0.03 0.00 0.02
H 4.132 -1.213 3.752 0.01 -0.03 0.00
H 4.492 -2.872 3.233 0.01 0.02 0.01
H 5.243 -2.227 0.310 0.01 0.01 0.03
H 4.198 -3.563 0.791 0.00 0.05 -0.06
H 3.621 -2.380 -0.386 0.26 0.00 0.24
H 1.813 -0.768 3.987 -0.02 0.06 0.07
H 1.755 0.363 2.641 0.04 0.08 0.08
H -4.312 -0.993 2.539 -0.04 -0.02 -0.01
H -4.117 0.757 2.612 -0.02 -0.01 0.03
H -5.432 -2.304 1.314 0.00 -0.04 -0.04
H -6.067 -1.973 -0.303 0.00 -0.02 0.01
H -5.242 -3.489 0.026 0.01 0.03 0.01
H -2.777 -2.652 1.539 0.02 0.00 -0.06
H -2.887 -3.716 0.137 0.01 0.03 -0.04
H -1.772 -2.352 0.110 -0.01 -0.07 0.03
H -4.608 -1.436 -2.207 0.04 -0.01 0.01
H -2.848 -1.360 -2.045 -0.01 -0.04 -0.04
H -3.676 -2.921 -2.035 -0.01 0.00 0.03
H -5.042 2.338 1.778 0.03 0.03 -0.05
H -3.622 2.714 0.785 0.03 0.03 -0.01
H -5.219 3.252 0.285 -0.03 -0.04 0.01
H -6.428 0.211 1.241 -0.01 0.02 -0.04
H -7.018 1.503 0.194 0.00 -0.04 0.01
H -6.685 -0.079 -0.494 0.00 0.01 0.03
H -3.796 1.802 -1.814 0.14 0.09 -0.07
H -5.499 2.272 -1.805 0.06 -0.03 0.01
H -5.055 0.614 -2.173 0.03 -0.02 -0.05
H -4.127 -0.752 4.978 0.04 0.00 -0.01
H -3.261 -1.155 7.260 0.01 0.02 -0.02
H -0.842 -1.152 7.701 0.00 0.01 -0.03
H 0.780 -0.798 5.883 -0.02 -0.05 -0.02
H 2.741 -3.094 4.520 -0.02 0.00 0.01
H 1.012 -2.812 4.791 0.02 0.00 -0.01
H 1.632 -4.451 4.689 -0.01 0.04 0.01
H 3.331 -4.600 2.429 -0.03 -0.02 -0.02
H 1.887 -5.601 2.552 0.00 0.03 -0.01
H 2.195 -4.679 1.074 0.01 -0.03 0.10
H -0.651 -2.992 2.960 0.01 -0.05 -0.02
H -0.245 -3.883 1.481 0.01 -0.01 0.03
H -0.294 -4.721 3.040 0.03 0.03 0.00
C -0.726 2.754 -3.925 -0.05 -0.05 0.05
N -1.030 2.574 -2.507 -0.02 -0.10 0.11
C -0.809 3.570 -1.753 -0.07 -0.04 -0.12
C -0.987 3.584 -0.315 -0.14 0.01 0.26
C -1.008 4.711 0.482 0.07 0.02 -0.09
C -1.183 4.290 1.817 0.01 -0.01 0.07
C -1.250 2.919 1.788 -0.10 -0.04 0.07
N -1.163 2.470 0.495 0.27 0.11 -0.16
C -1.928 2.536 -4.813 0.04 0.09 -0.03
C -2.381 3.556 -5.642 -0.06 0.01 0.01
C -3.456 3.351 -6.499 0.00 0.00 -0.01
C -4.097 2.122 -6.531 0.03 0.00 0.03
C -3.655 1.100 -5.698 -0.04 -0.04 0.02
C -2.578 1.308 -4.851 -0.05 -0.06 0.11
H 0.052 2.032 -4.183 -0.04 -0.01 -0.01
H -0.323 3.756 -4.117 0.04 0.03 0.02
H -0.454 4.521 -2.169 -0.02 0.03 0.03
H -0.906 5.728 0.129 0.00 -0.07 0.00
H -1.239 4.913 2.696 0.01 -0.06 -0.05
H -1.365 2.222 2.607 0.03 0.09 -0.03
H -1.892 4.523 -5.618 0.01 -0.04 -0.01
H -3.790 4.154 -7.145 0.00 -0.02 0.03
H -4.932 1.958 -7.200 0.01 0.01 0.01
H -4.149 0.134 -5.716 0.04 0.06 -0.01
H -2.224 0.509 -4.210 0.01 -0.04 0.01
N 3.434 -0.327 -2.196 -0.39 0.48 0.43
P 1.838 -1.002 -2.105 0.29 -0.21 -0.62
C 2.304 -2.756 -2.433 -0.05 0.03 0.12
C 2.970 -3.165 -3.590 0.03 0.01 0.06
C 3.308 -4.497 -3.769 0.02 -0.01 -0.02
C 2.974 -5.439 -2.801 0.02 0.02 -0.01
C 2.302 -5.046 -1.655 -0.06 0.07 -0.01
C 1.970 -3.708 -1.473 -0.16 -0.14 -0.24
C 1.233 -0.649 -3.811 -0.04 0.02 0.04
C 0.122 -1.366 -4.257 -0.01 0.03 0.00
C -0.330 -1.232 -5.560 -0.04 0.01 0.06
C 0.306 -0.353 -6.428 0.00 0.01 -0.01
C 1.394 0.383 -5.985 0.00 0.01 0.00
C 1.857 0.236 -4.682 0.01 -0.05 -0.03
C 3.653 1.000 -1.852 -0.16 0.06 -0.13
C 4.931 1.571 -1.925 0.06 -0.08 -0.04
C 5.066 2.915 -1.657 0.06 -0.04 0.02
C 3.951 3.662 -1.285 -0.09 0.00 0.01
C 2.739 3.006 -1.205 0.00 -0.14 -0.12
N 2.577 1.708 -1.495 0.06 -0.14 -0.04
H 4.235 -0.899 -2.402 0.03 -0.05 -0.10
H 3.212 -2.439 -4.360 -0.01 -0.02 0.01
H 3.824 -4.807 -4.670 -0.02 0.02 0.04
H 3.236 -6.480 -2.948 -0.01 0.03 0.00
H 2.037 -5.780 -0.902 0.00 0.02 -0.05
H 1.452 -3.384 -0.577 -0.01 -0.04 -0.02
H -0.364 -2.071 -3.585 0.00 0.00 -0.05
H -1.179 -1.810 -5.904 0.01 0.00 0.02
H -0.048 -0.246 -7.446 0.01 0.01 0.03
H 1.893 1.070 -6.658 -0.02 -0.01 0.02
H 2.719 0.805 -4.355 0.01 -0.01 0.01
H 5.780 0.964 -2.214 -0.01 0.03 0.00
H 6.036 3.390 -1.740 0.00 -0.04 0.03
H 4.025 4.719 -1.074 -0.02 -0.03 0.04
H 1.840 3.538 -0.907 0.03 -0.03 0.00
I 5.764 5.329 1.917 -0.05 0.01 0.05
C 4.299 4.682 3.257 0.18 0.05 -0.11
C 4.277 5.147 4.560 -0.02 0.04 0.10
C 3.300 4.657 5.412 0.01 0.01 0.00
C 2.406 3.715 4.927 0.00 -0.04 -0.10
N 2.432 3.267 3.672 -0.07 -0.09 -0.05
C 3.358 3.751 2.848 -0.11 -0.13 0.13
H 5.004 5.869 4.907 -0.02 0.00 -0.02
H 3.239 4.997 6.438 0.01 -0.03 -0.03
H 1.638 3.293 5.568 0.04 0.05 -0.02
H 3.357 3.371 1.833 0.00 0.01 -0.03
```
Forces are in eV/Å.

Frontier orbital gap (eV): 7.44
E_tot (eV): -114259.558
HOMO (eV): -9.95
Charge: +1
Lowest unoccupied orbital energy (eV): -2.51
Multiplicity: 1
Relative energy (zero: lowest compared OMol25 entry of this formula, charge and spin) (kcal/mol): 0.4